Formula: C3H9N5
Source: the OMol25 dataset
Level of theory: the ωB97M-V functional and the def2-TZVPD basis

Summary:
Energy relative to the best compared isomer or geometry (same formula, charge and spin), kJ/mol: 737.37
HOMO level (alpha / beta), eV: -6.9 / -6.9
LUMO energy (alpha / beta), eV: 0.67 / 0.67

The geometry in ORCA input format:
```
! RIJCOSX wB97M-V def2-TZVPD def2/J DEFGRID3
* xyz 0 1
C -0.213 1.107 0.884
C 1.380 0.695 -1.130
N 0.308 0.235 -0.242
C -1.015 0.796 -0.291
N -1.346 -1.446 0.585
N 0.502 -1.311 0.103
N 1.255 -1.333 1.129
N -1.839 1.008 -1.198
H -1.721 -1.995 -0.188
H -1.181 -2.106 1.343
H 1.667 -2.268 1.140
H -2.601 1.604 -0.876
H -0.339 0.539 1.798
H 0.245 2.087 0.965
H 1.253 1.755 -1.344
H 2.326 0.511 -0.625
H 1.320 0.121 -2.052
*
```


Formula: C3H9N5
Source: the OMol25 dataset
Level of theory: the ωB97M-V functional and the def2-TZVPD basis

Summary:
Energy relative to the best compared isomer or geometry (same formula, charge and spin), kJ/mol: 633.31
HOMO level, eV: -8.9
LUMO energy, eV: 0.57

The geometry in ORCA input format:
```
! RIJCOSX wB97M-V def2-TZVPD def2/J DEFGRID3
* xyz 0 1
H 3.429 1.396 0.990
N 3.778 0.393 0.571
C 2.912 -0.309 -0.048
N 1.565 0.123 -0.423
N 0.774 -1.135 -0.632
C -0.390 -1.187 -0.303
N -1.116 0.069 0.025
C -2.517 -0.291 0.789
N -1.369 1.248 -0.736
H 3.399 -1.206 -0.761
H 0.968 0.816 0.201
H -0.874 -2.129 -0.301
H -3.350 -0.632 0.019
H -2.507 -0.932 1.693
H -2.944 0.661 0.978
H -1.232 1.042 -1.764
H -0.527 2.073 -0.297
*
```


Formula: C3H9N5
Source: the OMol25 dataset
Level of theory: the ωB97M-V functional and the def2-TZVPD basis

Summary:
Energy relative to the best compared isomer or geometry (same formula, charge and spin), kJ/mol: 314.60
HOMO level, eV: -8.9
LUMO energy, eV: 0.83

The geometry in ORCA input format:
```
! RIJCOSX wB97M-V def2-TZVPD def2/J DEFGRID3
* xyz 0 1
H -0.406 2.103 0.890
N -1.238 2.012 0.204
C -1.557 0.845 -0.167
N -1.052 -0.410 0.157
N -1.485 -1.551 -0.586
C 0.118 -0.647 1.029
C 1.340 -1.078 0.224
N 2.150 -0.285 -0.347
N 1.911 1.084 -0.327
H -2.335 0.782 -0.917
H -2.475 -1.623 -0.523
H -1.244 -1.450 -1.579
H 0.292 0.284 1.595
H -0.143 -1.435 1.747
H 1.521 -2.169 0.232
H 2.456 1.518 -1.120
H 0.932 1.323 -0.555
*
```


Formula: C3H9N5
Source: the OMol25 dataset
Level of theory: the ωB97M-V functional and the def2-TZVPD basis

Summary:
Energy relative to the best compared isomer or geometry (same formula, charge and spin), kJ/mol: 282.55
HOMO level, eV: -9.1
LUMO energy, eV: 0.78

The geometry in ORCA input format:
```
! RIJCOSX wB97M-V def2-TZVPD def2/J DEFGRID3
* xyz 0 1
H -0.122 1.159 2.968
N -0.049 0.538 2.158
C -0.408 1.110 1.081
N -0.847 2.384 0.942
C -0.507 0.235 -0.456
N -1.337 0.785 -1.260
H -1.193 0.301 -2.158
N 0.515 -0.595 -0.659
C 1.183 -1.395 0.354
N 0.239 -1.318 -2.130
H -1.294 2.527 0.034
H -1.324 2.798 1.733
H 0.472 -2.043 0.873
H 1.959 -2.010 -0.109
H 1.693 -0.745 1.073
H -0.151 -2.242 -1.925
H 1.168 -1.490 -2.520
*
```


Formula: C3H9N5
Source: the OMol25 dataset
Level of theory: the ωB97M-V functional and the def2-TZVPD basis

Summary:
Energy relative to the best compared isomer or geometry (same formula, charge and spin), kJ/mol: 139.75
HOMO level, eV: -18.7
LUMO energy, eV: -8.39

The geometry in ORCA input format:
```
! RIJCOSX wB97M-V def2-TZVPD def2/J DEFGRID3
* xyz 2 1
N -2.150 -1.655 0.173
C -0.995 -1.088 0.219
N 0.124 -1.689 0.435
N 1.313 -0.989 0.595
C 1.452 0.330 -0.125
C 0.119 1.034 -0.293
N 0.156 2.302 -0.665
N -1.008 0.400 -0.091
H -2.279 -2.561 0.567
H -3.104 -1.335 -0.132
H 2.185 -1.540 0.305
H 1.603 -0.885 1.568
H 1.856 0.334 -1.142
H 2.131 0.902 0.355
H 1.164 2.775 -0.598
H -0.542 3.023 -0.752
H -2.024 0.642 -0.420
*
```


Formula: C3H9N5
Source: the OMol25 dataset
Level of theory: the ωB97M-V functional and the def2-TZVPD basis

Summary:
Energy relative to the best compared isomer or geometry (same formula, charge and spin), kJ/mol: 185.72
HOMO level, eV: -19.2
LUMO energy, eV: -8.96

The geometry in ORCA input format:
```
! RIJCOSX wB97M-V def2-TZVPD def2/J DEFGRID3
* xyz 2 1
C -2.730 -0.991 -0.283
C -0.703 0.667 0.048
C 1.682 -0.244 -0.079
N -1.533 -1.076 -0.029
N 2.941 0.152 -0.193
N 1.382 -1.527 0.241
N -1.447 1.732 0.179
N 0.661 0.731 -0.139
H -3.369 -1.880 -0.426
H -3.385 -0.116 -0.556
H 3.583 -0.510 0.221
H 3.274 1.015 -0.508
H 2.074 -2.223 0.190
H 0.481 -1.747 0.476
H -2.383 1.949 0.030
H -0.850 2.603 0.020
H 1.053 1.641 -0.232
*
```


Formula: C3H9NO
Source: the OMol25 dataset
Level of theory: the ωB97M-V functional and the def2-TZVPD basis

Summary:
Energy relative to the best compared isomer or geometry (same formula, charge and spin), kJ/mol: 153.50
HOMO level, eV: -9.1
LUMO energy, eV: 1.13

The geometry in ORCA input format:
```
! RIJCOSX wB97M-V def2-TZVPD def2/J DEFGRID3
* xyz 0 1
C 1.534 1.283 -0.695
N 0.236 1.028 -0.054
C 0.280 -0.245 0.733
O -0.334 -1.318 0.103
C -1.742 -1.276 0.161
H 1.849 0.448 -1.334
H 1.473 2.144 -1.334
H 2.267 1.483 0.084
H -0.408 0.798 -0.808
H 1.325 -0.504 0.896
H -0.161 -0.038 1.715
H -2.129 -0.341 -0.263
H -2.064 -1.344 1.197
H -2.126 -2.115 -0.403
*
```


Formula: C3H9NO
Source: the OMol25 dataset
Level of theory: the ωB97M-V functional and the def2-TZVPD basis

Summary:
Energy relative to the best compared isomer or geometry (same formula, charge and spin), kJ/mol: 112.77
HOMO level, eV: -9.3
LUMO energy, eV: 0.88

The geometry in ORCA input format:
```
! RIJCOSX wB97M-V def2-TZVPD def2/J DEFGRID3
* xyz 0 1
N -0.164 1.051 -1.504
C 0.690 -0.131 -1.135
C 1.002 -0.337 0.372
C -0.143 0.026 1.283
O -1.377 -0.582 0.909
H 0.264 1.931 -1.204
H -1.056 0.895 -0.917
H 0.078 -0.951 -1.480
H 1.584 -0.136 -1.743
H 1.880 0.242 0.725
H 1.302 -1.396 0.485
H 0.182 -0.240 2.340
H -0.245 1.126 1.307
H -1.109 -1.511 0.626
*
```